1:
Below is a cluster of 2 separate species, C3H8O in total, with properties calculated with ωB97M-V with the def2-TZVPD basis set.

Geometry as ORCA input:
```
! RIJCOSX wB97M-V def2-TZVPD def2/J DEFGRID3
* xyz 0 1
C -1.5252 0.0156 0.8536
C -2.1459 1.0254 1.4690
H -0.4673 0.0894 0.6153
H -1.9895 -0.9394 0.6379
H -1.6088 1.7405 2.0723
H -3.2245 1.1144 1.3717
C 1.6960 -0.3185 -1.4475
O 1.7352 -1.0658 -0.2295
H 0.6425 -0.4212 -1.7386
H 2.1894 -0.8561 -2.2605
H 2.0456 0.7122 -1.3885
H 2.6525 -1.0965 0.0449
*
```

molecular weight = 60.096 g/mol
LUMO energy = 0.949 eV
frontier orbital gap = 0.382 Eh
SMILES = C=C.CO

Partial atomic charges computed with the Löwdin method, in multiples of e: -0.08, -0.08, 0.03, 0.05, 0.04, 0.04, -0.16, -0.13, 0.08, 0.07, 0.08, 0.07

2:
Below is a cluster of 2 separate species, C3H8O in total, with properties calculated with ωB97M-V with the def2-TZVPD basis set.

Geometry as ORCA input:
```
! RIJCOSX wB97M-V def2-TZVPD def2/J DEFGRID3
* xyz 0 1
C 1.0808 -0.7610 2.7309
C 0.8538 -0.7843 1.4386
H 1.7241 -0.0178 3.1873
H 0.5993 -1.3824 3.4867
H 1.4069 -0.1558 0.7435
H 0.2623 -1.5232 0.9051
C -0.9509 0.6839 -1.7314
O -1.3954 0.5449 -3.0767
H -0.0637 0.0818 -1.5689
H -0.7071 1.7169 -1.4628
H -1.7284 0.2971 -1.0694
H -1.0816 1.2999 -3.5827
*
```

molecular weight = 60.096 g/mol
LUMO energy = 0.965 eV
frontier orbital gap = 0.417 Eh
SMILES = C=C.CO

Partial atomic charges computed with the Löwdin method, in multiples of e: -0.09, -0.10, 0.04, 0.05, 0.04, 0.05, -0.17, -0.12, 0.06, 0.08, 0.08, 0.07

2 is preferred energetically. Next in line: 7.8 kcal/mol higher.

1:
Below is a structure of composition CH18O8, with properties calculated with ωB97M-V with the def2-TZVPD basis set.

Geometry as ORCA input:
```
! RIJCOSX wB97M-V def2-TZVPD def2/J DEFGRID3
* xyz 0 1
C -2.7345 15.0725 8.5155
O -1.7997 14.6205 7.5507
H -3.7236 15.0494 8.0579
H -2.8488 14.5220 9.4493
H -2.3872 16.0775 8.7551
H -0.9546 14.4502 7.9731
O -2.8350 17.5881 8.6200
H -3.4581 18.0501 9.1808
H -2.1477 17.2928 9.2172
O -6.3402 16.0645 6.1454
H -5.7245 16.3962 6.7989
H -7.1174 16.6139 6.2473
O -2.4234 18.3974 5.3661
H -2.6195 17.7730 6.0646
H -2.4414 19.2523 5.7963
O -0.8055 18.7676 7.6361
H -1.0730 17.8499 7.6863
H 0.1418 18.7346 7.5033
O -2.9232 16.8312 6.6941
H -2.8680 17.2902 7.5323
H -3.8098 16.4710 6.6757
O -4.9745 16.6763 7.4235
H -5.1596 16.1725 8.2161
H -5.1412 17.5854 7.6726
O -1.3286 15.8589 5.8398
H -1.3134 15.1793 6.5138
H -2.0826 16.4037 6.0654
*
```

molecular weight = 158.147 g/mol
LUMO energy = -1.342 eV
frontier orbital gap = 0.250 Eh

Partial atomic charges computed with the Löwdin method, in multiples of e: -0.08, -0.05, 0.10, 0.10, 0.05, 0.13, 0.06, 0.15, 0.12, -0.04, -0.35, 0.02, -0.04, -0.20, 0.01, -0.02, 0.01, 0.06, 0.01, -0.17, 0.06, 0.16, 0.15, 0.17, -0.06, -0.13, -0.22

2:
Below is a cluster of 8 separate species, CH18O8 in total, with properties calculated with ωB97M-V with the def2-TZVPD basis set.

Geometry as ORCA input:
```
! RIJCOSX wB97M-V def2-TZVPD def2/J DEFGRID3
* xyz 0 1
C -12.6934 1.8222 1.2894
O -12.7053 0.4299 1.1445
H -12.7461 2.1252 2.3645
H -11.9399 2.4291 0.7526
H -13.6531 2.1509 0.8399
H -11.7588 0.1331 1.1878
O -9.2301 4.2682 5.2068
H -8.7497 4.3159 6.0359
H -8.9311 5.0596 4.7047
O -10.0204 0.2214 0.5937
H -10.0854 0.7439 -0.1995
H -9.0825 0.0538 0.6641
O -8.5721 5.5897 2.7413
H -8.2672 6.2564 2.1167
H -8.7364 4.8158 2.2092
O -11.8529 3.3422 5.5591
H -12.2637 2.9512 4.8043
H -11.1645 3.9352 5.2267
O -8.8461 0.2889 4.0131
H -8.8432 -0.6260 4.2542
H -9.2574 0.3477 3.1541
O -9.7305 2.9088 2.7756
H -9.8081 2.8015 3.7426
H -10.5365 2.5544 2.3865
O -7.6667 1.5259 0.8025
H -8.2212 2.0775 1.3805
H -6.9001 2.0494 0.5474
*
```

molecular weight = 158.147 g/mol
LUMO energy = 0.154 eV
frontier orbital gap = 0.384 Eh
SMILES = CO.O.O.O.O.O.O.O

Partial atomic charges computed with the Löwdin method, in multiples of e: -0.20, -0.12, 0.08, 0.08, 0.09, 0.05, -0.06, 0.06, 0.04, -0.04, 0.06, 0.03, -0.05, 0.05, 0.01, -0.05, 0.00, 0.00, -0.03, 0.03, 0.00, -0.05, 0.04, 0.01, -0.06, 0.02, 0.05

2 is preferred energetically. Next in line: 316.3 kcal/mol higher.

1:
Below is the molecule C4H8O4, with properties calculated with ωB97M-V with the def2-TZVPD basis set.

Geometry as ORCA input:
```
! RIJCOSX wB97M-V def2-TZVPD def2/J DEFGRID3
* xyz 0 1
C 0.3107 2.0619 -0.2933
C -0.2481 0.7128 0.0851
O -1.5702 0.6284 -0.4877
O -2.3943 -0.2806 0.2206
O -0.0668 0.1998 1.3306
C 0.5853 -0.5050 0.0208
C 0.0899 -1.9051 -0.1679
O 1.8963 -0.2973 -0.2461
H -0.1913 2.8226 0.2996
H 1.3765 2.0945 -0.0842
H 0.1390 2.2367 -1.3530
H -2.2838 -0.0022 1.1526
H 0.4364 -2.5178 0.6652
H -0.9966 -1.9400 -0.1727
H 0.4767 -2.3060 -1.1040
H 2.4401 -1.0026 0.1342
*
```

molecular weight = 120.104 g/mol
LUMO energy = 0.639 eV
frontier orbital gap = 0.371 Eh
SMILES = C[C@]1(OO)O[C@]1(C)O

Partial atomic charges computed with the Löwdin method, in multiples of e: 0.04, -0.55, -0.06, -0.03, 0.06, -0.35, 0.02, 0.09, 0.09, 0.09, 0.10, 0.11, 0.10, 0.08, 0.10, 0.13

2:
Below is a cluster of 2 separate species, C4H8O4 in total, with properties calculated with ωB97M-V with the def2-TZVPD basis set.

Geometry as ORCA input:
```
! RIJCOSX wB97M-V def2-TZVPD def2/J DEFGRID3
* xyz 0 1
C -0.2907 -0.0574 2.1847
C 0.0795 0.3528 0.7854
O 1.2328 0.7576 0.5266
C -0.8654 0.1311 -0.2703
O -2.0893 -0.4683 -0.0527
C -0.5233 0.4201 -1.5731
O 0.3770 1.3352 -1.9150
H -0.1775 -1.1359 2.2917
H 0.3825 0.4297 2.8883
H -1.3162 0.2226 2.4179
H -2.0119 -1.1151 0.6596
H -1.1885 0.1390 -2.3784
H 0.9411 1.4966 -1.1182
O 1.6717 -1.1911 -1.4643
H 1.8706 -0.7230 -2.2799
H 1.9076 -0.5940 -0.7024
*
```

molecular weight = 120.104 g/mol
LUMO energy = 0.083 eV
frontier orbital gap = 0.322 Eh
SMILES = CC(=O)/C(O)=C\O.O

Partial atomic charges computed with the Löwdin method, in multiples of e: 0.01, -0.38, -0.01, -0.26, 0.03, -0.08, 0.05, 0.10, 0.09, 0.09, 0.10, 0.15, 0.10, -0.07, 0.04, 0.04

2 is preferred energetically. Next in line: 66.5 kcal/mol higher.